Entry 1:
A structure of composition C11H20N2OPPd. Source: the Open Molecules 2025 dataset; level of theory: wB97M-V/def2-TZVPD.

Geometry as XYZ:
```
36
Properties=species:S:1:pos:R:3:forces:R:3
C 0.960763 0.382078 -3.312222 0.729 -0.839 -1.397
C 0.176767 -0.064513 -4.435908 3.476 1.840 -3.118
C -0.381752 -1.336847 -4.612522 -0.807 0.337 -0.149
C -0.326792 -2.065003 -3.438112 0.149 -3.661 1.789
C 0.098445 -1.617014 -2.196582 1.155 -1.274 -1.490
Pd -1.060616 -0.075876 -2.856213 -3.152 2.811 3.097
P -0.196513 1.682047 -1.091743 -0.671 -1.920 -0.184
H 1.719088 1.169344 -3.481048 -0.630 0.388 -0.162
H 0.229091 0.407451 -5.418015 0.193 0.825 -0.077
H -0.857457 -1.718630 -5.538648 0.414 0.467 0.688
H 0.415110 -2.297921 -1.419303 -0.375 -0.028 -0.167
H -0.637203 -3.100696 -3.519355 -0.125 -0.681 -0.044
H -1.236118 1.986079 -0.110556 1.038 0.707 0.059
H 0.000416 2.903579 -1.765801 0.262 0.223 0.683
H 1.041935 1.412281 -0.273350 -1.610 0.763 -0.933
C -2.401195 -0.501473 1.186870 -0.550 -0.647 -0.388
N -1.173631 -0.079638 1.795912 0.730 -0.263 0.051
C -1.259130 0.853658 2.914736 0.324 -0.175 -0.450
C 0.028569 0.757432 3.728125 -0.200 0.200 0.556
C 1.255679 0.911801 2.845450 -0.478 -0.368 -0.484
N 1.187095 -0.125085 1.821064 -0.176 -0.253 -0.065
C 2.413318 -0.422795 1.132481 0.419 -0.446 -0.160
C -0.000239 -0.640911 1.281460 -0.238 0.611 -1.390
O -0.020561 -1.402422 0.291970 -0.035 1.284 3.711
H -3.226365 0.171861 1.443576 0.287 0.036 0.017
H -2.659747 -1.511154 1.530693 -0.184 0.038 -0.030
H -2.307207 -0.561833 0.098162 0.080 0.121 0.085
H -1.389956 1.890518 2.511005 -0.083 -0.583 0.424
H -2.142190 0.559363 3.531168 0.588 0.400 -0.334
H 0.055340 -0.233181 4.220799 0.072 0.444 -0.128
H 0.030867 1.542844 4.494745 -0.028 -0.211 -0.009
H 2.189044 0.765554 3.432066 -0.509 0.144 -0.358
H 1.269421 1.918153 2.363469 0.114 -0.410 0.344
H 2.932061 0.477688 0.758840 -0.286 -0.161 0.146
H 3.096971 -0.968083 1.799659 0.037 0.143 -0.077
H 2.176700 -1.068663 0.287141 0.069 0.140 -0.056
```
Forces are in eV/Å.

Summary:
expectation value of S²	2.040
energy relative to the best compared isomer or geometry (same formula, charge and spin)	55.9	kcal per mole
HOMO level (spin up / spin down)	-0.61 / -1.58	eV
2S+1	3
Kohn-Sham gap (spin up / spin down)	3.45 / 4.41	eV
calculated total energy	-29519.21710	eV
charge	-1
lowest unoccupied orbital energy (spin up / spin down)	2.838 / 2.827	eV
M	333.688	Da

---

Entry 2:
An isolated molecule of C11H20N2S. Source: the Open Molecules 2025 dataset; level of theory: wB97M-V/def2-TZVPD.

Geometry as XYZ:
```
34
Properties=species:S:1:pos:R:3:forces:R:3
C -2.014139 2.105195 0.644291 2.091 0.141 2.038
C -1.858468 0.703802 1.264826 -0.556 -0.978 -0.940
C -2.490155 -0.471309 0.368284 3.059 0.675 0.794
C -1.778378 -0.680441 -1.015015 -1.494 1.172 0.226
C -0.296522 -0.455437 -0.945280 0.304 2.811 0.123
C 0.502444 -1.537508 -0.282645 -1.486 -0.151 1.079
C 1.987480 -1.379167 -0.289682 0.396 0.013 1.126
C 2.493485 -0.499673 0.812167 1.697 0.876 1.728
S 2.017404 1.253977 0.596513 0.458 -0.209 -0.037
C 2.951420 1.571376 -0.862883 0.204 -1.652 1.199
C 4.036242 0.830545 -1.196346 -1.859 1.405 3.473
N 4.790809 0.107832 -0.150259 -0.004 -1.189 -2.278
N 4.702279 0.706897 1.119007 0.967 2.286 1.342
C 4.069444 -0.548416 0.942213 -0.419 0.547 -0.424
H -3.059871 2.339203 0.470875 0.150 0.268 -0.420
H -1.523793 2.848969 1.375725 -1.117 -0.770 -0.968
H -1.299775 2.134687 -0.204501 -1.084 0.152 -0.077
H -0.783586 0.489456 1.399260 -0.375 0.089 -0.055
H -2.262930 0.505674 2.273437 -0.228 0.807 -0.352
H -3.523891 -0.310880 0.198109 -1.089 -0.114 0.271
H -2.232131 -1.273535 1.073579 -0.853 -0.601 -0.669
H -2.298207 0.017127 -1.763139 0.977 -0.756 0.942
H -1.958865 -1.670549 -1.397678 -0.371 -0.626 -0.089
H -0.127312 0.403971 -0.240652 -0.226 -0.411 -1.587
H 0.026752 -0.124015 -1.964689 0.374 -0.557 0.798
H 0.119446 -1.583131 0.801870 0.589 -0.185 -1.328
H 0.157928 -2.424651 -0.763405 0.239 -1.269 -0.173
H 2.483308 -2.326530 -0.127389 0.166 -0.458 -0.397
H 2.385175 -0.857206 -1.125249 0.032 -0.369 -1.502
H 2.105556 -0.756891 1.797046 -0.270 -0.150 0.039
H 2.440056 2.339636 -1.377986 0.158 0.608 -1.216
H 4.551006 1.149667 -2.023734 1.488 -0.073 -2.022
H 5.674880 0.742554 1.498648 -1.226 -0.664 -0.064
H 4.628792 -1.322731 1.467790 -0.689 -0.670 -0.578
```
Forces are in eV/Å.

Summary:
energy relative to the best compared isomer or geometry (same formula, charge and spin)	118.2	kcal per mole
HOMO level	-8.04	eV
Kohn-Sham gap	8.87	eV
calculated total energy	-25542.65499	eV
charge	0
lowest unoccupied orbital energy	0.834	eV
M	212.362	Da

---

Entry 3:
A structure of composition C11H20N2Se. Source: the Open Molecules 2025 dataset; level of theory: wB97M-V/def2-TZVPD.

Geometry as XYZ:
```
34
Properties=species:S:1:pos:R:3:forces:R:3
C 0.123271 2.582266 -0.673363 -0.216 -0.662 0.253
C -0.572000 1.822247 0.275994 -1.294 -0.857 1.273
C 0.075214 1.875904 -1.901942 -0.571 0.703 -1.510
C -1.202989 0.669238 -0.159292 0.576 0.056 -4.386
C 2.811741 -0.085939 2.040919 -0.027 -0.264 1.269
C -0.857862 -3.855314 -1.241142 2.248 -0.274 -0.731
C -0.493750 2.018236 1.801629 1.171 2.184 -1.179
C 1.800381 0.965567 1.584418 0.082 -0.093 -0.951
C -1.327406 -2.463054 -1.113361 2.265 3.614 -1.962
C 0.521516 1.041774 2.372005 -1.202 -0.624 1.712
C -2.350886 -2.128997 -0.148456 -1.056 -0.239 3.127
N -0.805327 0.863139 -1.971857 0.143 2.766 6.323
N 0.707661 2.260103 -3.063959 1.226 0.081 -1.598
Se -2.871481 -0.163608 -0.163624 -0.271 -0.638 0.477
H 0.575059 3.531082 -0.338296 0.125 -0.769 -0.899
H 3.254966 0.051907 3.032593 -0.130 0.456 0.020
H 3.648268 -0.331226 1.405293 0.180 0.557 -0.689
H 2.308861 -1.044990 2.141316 -0.415 -0.122 -0.045
H -0.007703 -3.783417 -1.980437 -0.592 -0.539 0.854
H -0.541942 -4.447138 -0.371070 -0.131 0.541 -0.029
H -1.623653 -4.350280 -1.757382 -1.094 -1.328 -0.560
H 0.037514 3.005988 1.994503 -1.279 -0.563 -0.338
H -1.486736 1.983745 2.279094 0.554 -0.037 -0.091
H 1.430355 0.552439 0.647485 0.341 0.383 -0.557
H 2.152560 2.012985 1.379198 0.200 -1.052 0.265
H -0.447958 -1.654458 -0.938949 -1.645 -2.012 -0.308
H -1.698280 -2.189759 -2.142643 0.260 -0.125 0.700
H -0.044939 0.079722 2.324608 0.931 0.181 0.553
H 0.681118 1.400673 3.428610 -0.051 -0.849 -0.728
H -3.175999 -2.908749 -0.046413 0.344 1.526 -0.648
H -1.892597 -2.192633 0.849367 -0.047 -0.075 -0.065
H -0.756157 0.091760 -2.535220 0.348 -2.082 -1.792
H 1.171207 3.184121 -3.113526 -0.420 -1.333 0.143
H 0.857973 1.606666 -3.896102 -0.555 1.491 2.095
```
Forces are in eV/Å.

Summary:
energy relative to the best compared isomer or geometry (same formula, charge and spin)	20.3	kcal per mole
HOMO level	-7.19	eV
Kohn-Sham gap	7.95	eV
calculated total energy	-80054.25292	eV
charge	0
lowest unoccupied orbital energy	0.761	eV
M	259.255	Da

---

Entry 4:
A structure of composition C11H21BaN2O. Source: the Open Molecules 2025 dataset; level of theory: wB97M-V/def2-TZVPD.

Geometry as XYZ:
```
36
Properties=species:S:1:pos:R:3:forces:R:3
Ba 1.455088 -0.011017 1.081858 -2.583 0.316 0.648
C -3.105451 0.180691 2.935414 0.896 -0.576 -0.680
C -2.051684 1.248810 2.629424 0.057 0.356 0.153
C -1.533043 1.839179 3.952431 -0.020 -0.264 -0.534
O -1.009631 0.821753 1.822654 2.358 -1.092 -0.714
H -3.800284 0.581930 3.665714 -0.379 -0.286 -0.080
H -2.626707 -0.741765 3.292014 0.096 0.290 0.519
H -3.564312 -0.166136 2.005465 -0.473 0.446 0.062
H -2.583704 2.051288 2.094537 -0.063 0.132 0.105
H -2.344132 2.324964 4.493912 0.112 0.125 0.127
H -0.740275 2.549093 3.713888 -0.068 0.159 0.168
H -1.113800 1.042904 4.573413 -0.005 -0.011 0.039
C 5.042252 2.205405 -4.060274 -0.057 0.574 -0.200
C 4.633991 3.266103 -3.044703 0.487 0.377 -0.100
C 3.264102 3.013623 -2.407959 -0.212 0.298 -0.418
C 3.143495 1.703775 -1.776035 0.118 -0.037 -0.042
N 3.075127 0.658379 -1.298223 -0.330 0.212 0.403
H 5.985912 2.467982 -4.539448 0.233 -0.152 0.432
H 4.363162 2.197293 -4.916857 -0.334 -0.351 0.304
H 5.107267 1.242561 -3.557391 0.074 -0.212 -0.382
H 4.596409 4.248606 -3.520771 -0.201 -0.060 -0.027
H 5.399180 3.385030 -2.273877 -0.076 -0.248 0.087
H 2.497520 3.082951 -3.185755 -0.033 -0.216 0.037
H 3.003223 3.792100 -1.689649 0.107 -0.112 0.180
C -2.384895 -3.845726 -1.398500 0.397 -0.047 -0.062
C -2.604426 -4.289728 0.043719 -0.653 -0.212 -0.210
C -2.497511 -3.105555 1.009290 0.182 -0.183 0.409
C -1.109898 -2.707964 1.237470 -0.322 -0.166 -0.481
N 0.002304 -2.466899 1.366720 0.652 0.493 -0.017
H -3.243345 -3.292463 -1.780058 -0.007 0.110 0.159
H -2.241668 -4.684250 -2.079003 0.077 -0.057 0.114
H -1.506827 -3.196771 -1.467627 0.007 -0.069 -0.145
H -1.974934 -5.115218 0.374894 0.278 0.129 -0.188
H -3.622284 -4.685968 0.095851 0.024 0.113 0.267
H -2.873261 -3.340410 2.008717 -0.290 0.037 -0.142
H -3.036960 -2.254550 0.598746 -0.045 0.186 0.209
```
Forces are in eV/Å.

Summary:
energy relative to the best compared isomer or geometry (same formula, charge and spin)	0.0	kcal per mole
HOMO level	-10.47	eV
Kohn-Sham gap	6.84	eV
calculated total energy	-17463.80446	eV
charge	+1
lowest unoccupied orbital energy	-3.621	eV
M	334.630	Da

---

Entry 5:
A structure of composition C11H21CaNSi. Source: the Open Molecules 2025 dataset; level of theory: wB97M-V/def2-TZVPD.

Geometry as XYZ:
```
35
Properties=species:S:1:pos:R:3:forces:R:3
C -1.129785 2.772340 -2.112897 0.713 -0.304 0.342
C -1.156420 1.604351 -2.919117 0.309 -0.106 0.002
C 0.078839 0.909856 -2.735753 -0.229 -0.162 0.017
C 0.868379 1.639802 -1.798361 -0.593 0.458 -0.034
C 0.114421 2.783877 -1.404057 0.092 -0.026 -0.776
Ca -1.246127 0.748563 -0.056879 3.863 1.722 -1.070
N -0.425963 3.231439 1.349096 -2.733 -0.322 2.097
C -3.426959 0.485008 0.167311 -0.195 0.746 4.193
C -3.845416 -0.232095 -0.967517 1.217 -1.003 0.219
H 0.388693 -0.011780 -3.250554 -0.234 0.433 0.270
H -1.973751 1.318418 -3.589631 0.360 0.000 0.287
H 1.880454 1.393448 -1.455415 -0.610 0.172 -0.193
H 0.426897 3.530685 -0.674653 -0.184 -0.333 -0.237
H -1.912271 3.533390 -2.042628 0.263 -0.355 0.051
H -3.639846 0.265560 -1.929344 -0.454 -0.265 0.077
H -2.735173 0.253916 1.192492 -2.733 -1.092 -2.126
H -1.296506 3.378418 2.101775 2.232 -0.271 -1.882
H -3.460745 -1.256564 -0.886695 -0.282 -0.134 -0.674
H -3.761658 1.444044 0.483433 -0.677 1.109 -0.451
C 0.841267 -3.021511 0.162129 0.280 -0.430 -0.087
Si 1.520384 -1.652558 1.277032 -2.045 2.037 0.676
C 2.314524 -2.473790 2.778685 0.556 -0.485 0.040
C 2.831597 -0.645354 0.357518 0.367 -0.277 -0.052
C 0.160243 -0.507078 1.815396 -0.026 0.000 -0.548
H 1.588693 -3.819657 0.050439 -0.090 -0.070 -0.085
H 0.581848 -2.664528 -0.844029 0.043 0.065 0.267
H -0.059856 -3.469492 0.604027 0.154 0.146 -0.040
H 3.101868 -3.179206 2.479644 0.075 -0.100 0.191
H 2.759504 -1.716794 3.438710 -0.114 -0.078 -0.194
H 1.564245 -3.018815 3.367807 0.075 0.102 -0.174
H 2.484895 -0.238161 -0.602248 -0.028 -0.263 0.381
H 3.158460 0.200029 0.980172 -0.116 -0.181 -0.112
H 3.707230 -1.279596 0.159482 0.057 0.120 -0.034
H -0.681196 -0.872091 2.448005 0.597 -0.004 -0.257
H 0.379231 0.565927 2.056623 0.091 -0.848 -0.084
```
Forces are in eV/Å.

Summary:
HOMO level (spin up / spin down)	-0.35 / 0.92	eV
Kohn-Sham gap (spin up / spin down)	5.84 / 4.57	eV
calculated total energy	-39547.48350	eV
charge	-2
lowest unoccupied orbital energy (spin up / spin down)	5.490 / 5.498	eV
M	235.460	Da

---

Entry 6:
A cluster of 2 separate species, C11H21ClF6NO4P2 in total. Source: the Open Molecules 2025 dataset; level of theory: wB97M-V/def2-TZVPD.

Geometry as XYZ:
```
46
Properties=species:S:1:pos:R:3:forces:R:3
C 1.167126 -1.369117 4.070456 0.817 0.893 -0.306
C 1.242391 -0.937338 2.456637 1.228 -0.293 0.326
C 0.563229 -2.079680 1.495843 2.564 -1.057 1.810
F 1.600815 -2.427887 0.456021 -3.531 0.778 2.195
N -0.770840 -1.661601 0.873875 0.982 -0.820 -3.012
P -1.779903 -0.983153 2.179333 -0.157 1.053 2.792
P -3.865002 -0.724284 1.598954 -6.386 1.630 -3.811
O -4.085320 -0.259315 0.092737 1.800 -2.097 5.280
O -4.492222 0.608568 2.592061 2.793 -2.483 -1.220
O -4.881877 -2.112776 2.040686 1.616 3.455 -0.678
C -0.473113 -0.500908 -0.094196 0.467 4.100 -2.064
C -0.832232 -0.761684 -1.673291 -0.792 -1.430 0.200
C -1.284254 0.583806 -2.493291 -0.763 0.857 -0.397
F -2.623907 1.112342 -2.147222 4.237 -1.856 -1.259
F -1.186692 0.358712 -3.964767 -0.500 0.496 4.730
C -0.213589 1.827586 -2.170717 -0.075 2.943 -1.437
F 1.205136 1.355954 -2.191705 -4.849 1.674 0.466
F -0.568779 2.561533 -0.907242 1.721 -2.912 -4.154
F -0.397311 2.841513 -3.275666 1.046 -3.575 4.096
C -1.877545 -2.009625 -1.481595 0.086 -0.789 -1.733
C -1.382890 -2.719359 -0.063593 0.415 -2.888 -3.127
Cl -2.546670 -3.983307 0.722936 1.361 2.185 -0.716
H 0.287583 -2.110111 4.303111 1.774 1.572 -0.283
H 2.218870 -1.833115 4.383129 -2.544 0.767 -0.739
H 1.091205 -0.348102 4.661565 -0.160 -2.336 -1.031
H 2.410650 -0.930373 2.211123 -2.719 -0.111 0.175
H 0.873685 0.159460 2.261554 0.438 -2.318 0.331
H 0.304178 -3.028205 2.171833 0.882 1.730 -1.923
H -1.811115 -1.982553 3.252928 -0.085 0.229 -1.345
H -3.835145 1.364867 2.609148 -0.997 -1.080 -0.199
H -5.844262 -1.912835 1.845500 1.413 0.021 0.174
H -1.192204 0.373236 0.273488 1.778 -1.609 -0.948
H 0.654801 -0.132028 -0.164601 -2.395 -1.054 1.182
H 0.059209 -1.174302 -2.339306 -1.598 1.048 1.827
H -1.567654 -2.729363 -2.368120 -0.708 1.006 2.156
H -3.022612 -1.862868 -1.672113 2.242 0.285 1.098
H -0.545384 -3.460113 -0.481918 -1.372 1.988 1.553
C 3.605571 4.101170 -2.376518 -0.072 0.230 -0.025
C 4.823860 3.270705 -2.029552 -0.261 0.051 -0.231
O 4.451579 2.193979 -1.182095 -0.238 -0.545 0.194
H 3.137035 4.494857 -1.468621 0.148 0.004 -0.088
H 3.876283 4.938413 -3.025969 -0.108 -0.074 0.033
H 2.852177 3.490238 -2.884414 0.109 0.064 -0.101
H 5.564770 3.879454 -1.502787 -0.102 -0.257 0.041
H 5.290557 2.862759 -2.931359 0.086 0.186 -0.047
H 3.799812 1.654852 -1.662259 0.408 0.341 0.218
```
Forces are in eV/Å.

Summary:
HOMO level	-12.19	eV
Kohn-Sham gap	7.68	eV
calculated total energy	-68819.30175	eV
charge	+1
lowest unoccupied orbital energy	-4.505	eV
M	442.681	Da

---

Q: Which strongest force on any atom values were calculated for the entries above? A: 5.2, 4.2, 6.9, 2.7, 4.4, 7.6, in eV/A.